A structure of composition C22H12B4Br6O34V at a distorted geometry, computed with ωB97M-V with the def2-TZVPD basis set.

* net charge: -3
* energy relative to the best compared isomer or geometry (same formula, charge and spin): 294.8 kcal/mol
* E_tot: -19891.9478 hartree
* orbital gap: 1.3 eV

Geometry as XYZ:
```
79
Properties=species:S:1:pos:R:3:forces:R:3
O 0.3337 9.2354 -6.6414 -0.22 0.61 -0.43
V 0.9041 8.7890 -5.3000 0.25 1.47 3.38
O 0.9149 10.0251 -4.2476 -0.11 -2.62 -2.79
O -0.4675 -1.3783 -0.5427 0.21 1.09 0.97
C 0.2290 -0.4559 -0.1786 -2.13 -3.37 1.11
O 1.0835 0.1219 -0.9054 1.49 2.16 -1.12
B 1.5909 1.2744 -0.1647 0.90 -0.87 -0.35
O 1.3291 1.0322 1.2573 -1.17 -0.50 0.50
C 0.4272 0.0703 1.3152 -2.62 -2.69 3.53
O -0.1431 -0.4574 2.3323 2.71 2.77 -4.25
O 1.0249 2.5216 -0.6503 -0.21 0.28 0.23
C 2.0190 3.3353 -0.8872 -1.90 4.43 -1.84
O 1.8683 4.4920 -1.3589 0.81 -3.22 1.55
C 3.2978 2.6108 -0.6228 3.18 0.70 -1.62
O 3.0313 1.3765 -0.3622 -0.27 -0.61 0.68
O 4.4104 3.0444 -0.8545 -0.97 0.13 0.63
O 7.1030 -3.2358 2.0457 -1.95 -1.95 1.26
C 6.3331 -4.1156 2.4395 0.11 2.95 -2.09
O 4.9875 -4.0868 2.4329 0.87 -0.21 0.47
B 4.5447 -5.4760 2.7896 -1.59 1.29 -1.01
O 5.7312 -6.1973 3.0566 -3.56 -4.37 1.16
C 6.6929 -5.4875 2.8803 9.74 2.32 0.67
O 7.9000 -5.7556 3.1123 -2.78 0.02 -0.57
O 3.8522 -6.0335 1.6046 0.37 -0.38 -0.51
C 2.6050 -6.1981 1.8912 -4.88 0.53 -2.19
O 1.6086 -6.4152 1.1558 3.72 0.08 1.76
C 2.3669 -5.8775 3.3592 -0.83 -1.93 2.32
O 3.6082 -5.5494 3.8792 -2.27 0.08 0.09
O 1.3275 -6.1529 3.9686 3.14 1.46 -1.20
O -0.4079 -2.8528 -6.3903 1.09 1.25 -1.88
C 0.3165 -2.0599 -7.0070 -4.11 -7.57 -1.25
O 0.8522 -1.0991 -6.5144 3.05 5.32 3.03
B 1.7437 -0.4169 -7.4131 0.49 0.42 -1.03
O 1.7199 -1.1929 -8.6547 -1.40 -1.97 -0.79
C 0.8118 -2.2329 -8.5201 -0.29 -0.19 0.05
O 0.4577 -3.1008 -9.3077 1.31 2.35 1.34
O 1.2510 0.9561 -7.6131 1.39 2.43 0.50
C 2.2003 1.8581 -7.2055 -1.70 1.95 1.24
O 2.0279 3.0787 -6.9081 0.70 -4.67 -1.77
C 3.4725 0.9779 -6.8986 1.04 1.31 1.40
O 3.1432 -0.2738 -6.9625 -0.78 -0.70 -0.26
O 4.5386 1.3767 -6.4849 -0.73 0.23 -0.80
O -5.8482 -1.5611 -4.6558 0.46 5.28 0.53
C -5.7211 -0.3634 -4.2385 0.04 -5.16 -0.67
O -5.5665 0.7758 -4.8672 -0.22 0.55 -1.03
B -5.4622 1.8977 -3.8955 0.35 -1.87 0.87
O -5.7436 1.1862 -2.6104 0.34 2.40 1.72
C -5.7601 -0.0820 -2.7327 -1.47 -3.76 -1.41
O -6.0174 -1.0302 -2.0129 0.61 2.09 0.68
O -6.4065 3.0042 -4.0427 -0.78 -0.81 -0.03
C -5.7500 4.1032 -4.1451 2.00 2.89 -1.54
O -6.1372 5.2434 -4.3356 -0.33 -1.42 0.56
C -4.1834 3.7777 -4.1690 -0.07 0.44 1.05
O -4.1105 2.4707 -3.8790 0.24 1.19 -0.77
O -3.2934 4.6007 -4.2954 -1.30 -1.61 0.01
Br -5.7558 -3.3515 8.4632 0.00 0.44 -0.35
C -5.0383 -3.8914 6.6970 0.27 -0.49 0.71
C -5.6747 -5.2196 6.4604 -0.32 -1.02 -0.97
Br -5.4106 -5.7016 4.5115 -0.10 0.11 1.22
H -3.9854 -4.0296 6.9430 -0.06 0.29 -0.54
H -5.2104 -3.2038 5.8690 -0.10 0.31 0.60
H -6.7479 -5.2630 6.6459 0.10 0.35 -0.35
H -5.2437 -5.9999 7.0877 0.22 0.01 -0.33
Br 7.0735 0.2469 8.8541 -0.87 -0.91 -0.11
C 5.8105 -0.9552 7.8278 -0.30 0.93 -0.26
C 4.9007 -0.0971 6.8705 2.13 0.31 -0.05
Br 6.1469 1.1296 5.7950 -1.07 -0.86 0.30
H 5.2214 -1.5412 8.5332 -0.11 0.47 0.24
H 6.4727 -1.6870 7.3651 -0.12 0.49 -0.51
H 4.2481 0.6244 7.3621 0.16 -0.39 0.19
H 4.3595 -0.6861 6.1299 0.18 -0.05 0.16
Br -3.5460 7.7110 1.2681 -0.29 -0.18 -0.01
C -4.6163 6.3592 2.2032 0.38 -0.98 -0.19
C -3.8301 5.0200 2.2512 0.22 1.42 0.20
Br -5.0602 3.5874 2.5877 -0.06 -0.20 0.23
H -5.5523 6.1259 1.6956 0.09 0.73 -0.21
H -4.7917 6.8134 3.1784 -0.07 -0.41 -0.08
H -3.0889 5.1049 3.0458 -0.05 -0.45 -0.06
H -3.3225 4.8069 1.3105 -0.21 0.06 0.09
```
Forces are in eV/Å.

Atomic partial charges in e from the Löwdin method, atoms 1 to 4: O -0.1999; V 1.3119; O -0.2564; O 0.1698